This record from the Open Molecules 2025 dataset describes a molecular structure, Na6O12P3Pt2 in a non-equilibrium geometry. The level of theory is ωB97M-V with the def2-TZVPD basis set.

Output
HOMO level (spin up / spin down): -9.441 / -9.704 eV
E: -85431.4229 eV
LUMO energy (spin up / spin down): -0.12102 / -0.13612 Ha
⟨S²⟩: 6.03
Multiplicity: 5
Frontier orbital gap (spin up / spin down): 0.2259 / 0.2205 Ha
Charge: +1

Each line ends with the Mulliken charge.
CARTESIAN COORDINATES (ANGSTROEM)
Pt (-0.073, 0.380, 1.270)  0.72
Pt (-0.951, -3.155, 0.526)  1.16
P (-2.967, -0.644, -0.659)  0.76
P (1.655, -2.525, -0.937)  0.67
P (1.710, 2.860, 0.682)  0.66
Na (3.408, 0.773, 1.107)  0.97
Na (-1.318, -2.781, -2.988)  0.89
Na (3.207, 0.450, -1.835)  0.93
Na (0.648, 5.968, 1.402)  1.04
Na (-3.340, 0.410, 2.426)  0.84
Na (-2.132, 1.972, -1.036)  0.94
O (-4.010, -0.223, 0.343)  -0.81
O (-0.385, -3.749, 2.222)  -0.38
O (2.588, -1.317, -0.455)  -0.52
O (-1.292, -0.841, 0.192)  -0.80
O (-2.884, -2.179, -1.090)  -0.87
O (2.989, 2.377, -0.140)  -0.94
O (1.101, -2.435, -2.258)  -0.57
O (1.572, 1.759, 1.747)  -0.94
O (-2.964, 0.275, -1.770)  -0.76
O (1.344, -3.815, -0.003)  -0.56
O (0.475, 2.232, -0.056)  -0.64
O (1.618, 4.210, 1.310)  -0.78